Entry 1:
The following is a quantum chemistry calculation of 9 unconnected molecules or ions with the total composition C18H27N9, from the OMol25 dataset.

The calculation puts the energy relative to the best compared isomer or geometry (same formula, charge and spin) at 1.458 eV.

Each line ends with the Mulliken charge.
Atoms and positions in Å:
C: 2.23815 -3.22916 2.08725  -0.36
C: 2.07861 -3.90782 3.43494  0.25
N: 1.93571 -4.41691 4.43570  -0.40
H: 1.83357 -3.79429 1.24759  0.33
H: 3.27150 -2.94583 1.88722  0.32
H: 1.60965 -2.33861 2.08884  -0.15
C: -2.62336 -3.20599 -4.64372  -0.72
C: -1.79224 -3.32699 -3.46715  0.36
N: -1.08331 -3.35312 -2.53168  -0.41
H: -2.13744 -2.60503 -5.41238  0.18
H: -3.50230 -2.72731 -4.21195  0.24
H: -2.93285 -4.15398 -5.08375  0.33
C: 0.33335 -0.43295 -0.71284  -0.36
C: -0.33395 -0.60171 0.59420  0.06
N: -0.81729 -0.74144 1.59595  -0.26
H: 1.41659 -0.40677 -0.59453  0.04
H: -0.10196 0.46686 -1.14753  0.30
H: 0.14405 -1.27558 -1.37784  0.27
C: 1.63057 1.81333 2.21686  -0.12
C: 2.69889 0.68637 2.22596  0.22
N: 3.51718 -0.15065 2.26492  -0.49
H: 0.97590 1.60153 1.37150  -0.17
H: 2.04855 2.81747 2.28829  0.42
H: 1.09991 1.67951 3.15952  0.12
C: -0.61173 1.07110 -6.04550  -0.81
C: -0.41796 0.21314 -4.86837  0.19
N: -0.28503 -0.27675 -3.88873  -0.17
H: 0.28386 1.21997 -6.64872  0.27
H: -1.06331 2.03234 -5.80015  0.27
H: -1.32351 0.44477 -6.58325  0.26
C: -1.43697 -2.96727 4.50164  -0.52
C: -2.24068 -1.92348 5.04949  0.32
N: -2.85235 -1.06361 5.48110  -0.44
H: -1.92393 -3.92975 4.65861  0.31
H: -0.41265 -2.89142 4.86649  0.15
H: -1.38430 -2.77991 3.42916  0.16
C: 4.64177 0.32705 -2.43281  -0.58
C: 3.64801 0.68511 -3.36335  0.37
N: 2.89231 0.99937 -4.22077  -0.40
H: 4.99737 -0.69677 -2.54872  0.27
H: 4.07814 0.33746 -1.49990  0.08
H: 5.40352 1.10668 -2.43161  0.28
C: -1.63453 5.11106 -0.12722  -0.97
C: -1.49660 3.69668 0.23789  0.44
N: -1.36328 2.55386 0.43554  -0.37
H: -0.93755 5.17164 -0.96307  0.35
H: -1.15471 5.75155 0.61281  0.28
H: -2.65120 5.42253 -0.36700  0.30
C: -2.26687 2.07039 3.58314  -0.56
C: -2.60757 3.42409 3.23255  0.38
N: -2.95163 4.47886 2.94004  -0.46
H: -1.22019 1.99639 3.87823  0.06
H: -2.40931 1.36627 2.76337  0.20
H: -2.80661 1.59772 4.40374  0.38

***

Entry 2:
The following is a quantum chemistry calculation of a molecular structure, C18H28AgO12S, from the OMol25 dataset.

The calculation puts the energy relative to the best compared isomer or geometry (same formula, charge and spin) at 2.864 eV. The total charge is +1.

Each line ends with the Mulliken charge.
Atoms and positions in Å:
Ag: 0.76637 1.08561 0.82919  0.79
O: 1.03274 3.42790 0.76243  -0.62
C: 0.26171 3.51214 -0.20626  0.62
O: 0.06589 2.66189 -1.19326  -0.25
C: -1.17949 2.91636 -1.91545  -0.22
C: -1.21503 4.49992 -1.84549  -0.56
C: -0.54786 4.74804 -0.53257  -0.45
H: -2.09540 2.38052 -1.66625  0.00
H: -1.15788 2.63483 -2.96825  0.41
H: -2.17939 5.00574 -1.79790  0.30
H: -0.64479 4.86640 -2.69909  0.33
H: -1.20591 4.83782 0.33173  0.28
H: 0.11805 5.59956 -0.67245  0.35
O: 3.40239 1.64492 0.10842  -0.60
C: 3.50984 1.21657 -1.03047  0.66
O: 2.62358 0.45513 -1.60075  -0.33
C: 2.95240 0.03182 -2.91666  -0.37
C: 4.48369 0.25365 -2.89508  -0.56
C: 4.59929 1.54527 -2.05642  -0.54
H: 2.40343 0.64135 -3.63443  0.27
H: 2.63948 -1.00118 -3.06854  0.24
H: 4.77082 0.49807 -3.91779  0.33
H: 5.10499 -0.56163 -2.52443  0.31
H: 4.33727 2.47489 -2.56163  0.30
H: 5.57804 1.50534 -1.57836  0.30
O: -1.45261 0.82461 1.36065  -0.23
C: -2.64921 1.15582 1.20222  0.17
O: -2.86059 2.38237 1.07356  -0.33
C: -4.23413 2.65765 1.00889  -0.40
C: -4.89195 1.41546 1.35192  -0.93
C: -3.96291 0.31790 1.08468  -0.12
H: -4.41787 2.91640 -0.03389  0.30
H: -4.40786 3.40800 1.78018  0.29
H: -5.88381 1.27329 0.92286  0.41
H: -5.20199 1.41251 2.39689  0.36
H: -4.01140 -0.02003 0.04952  0.31
H: -4.20655 -0.46236 1.80574  0.16
O: 1.63321 -1.33331 0.65757  -0.43
C: 1.61833 -2.47028 0.22243  0.41
O: 0.58656 -2.95437 -0.46484  -0.35
C: 0.82729 -4.24368 -0.97297  -0.53
C: 2.30874 -4.34436 -0.90862  -0.46
C: 2.75512 -3.50220 0.25209  -0.46
H: 0.46802 -4.59501 -1.94022  0.42
H: 0.31137 -5.06057 -0.46839  0.24
H: 2.45923 -3.90953 -1.89673  0.21
H: 2.61248 -5.39115 -0.89907  0.38
H: 3.79832 -3.21869 0.11260  0.33
H: 2.72105 -3.99766 1.22238  0.28
C: -2.02220 -2.71142 2.21840  -0.19
C: -0.95919 -3.74635 2.64933  0.02
O: -0.14296 -3.11416 3.65168  -0.38
S: -0.55326 -1.52851 3.88235  0.90
O: 0.22934 -0.68787 2.97417  -0.22
O: -0.46701 -1.27069 5.32903  -0.58
O: -2.08401 -1.81881 3.31061  -0.30
H: -2.89875 -3.35373 2.13352  0.44
H: -1.79493 -2.14666 1.31425  0.20
H: -0.39178 -4.06684 1.77558  -0.23
H: -1.25831 -4.69672 3.09138  0.37

***

Entry 3:
The following is a quantum chemistry calculation of a molecular structure, C18H28AlCl8F9N2NaO12P, from the OMol25 dataset.

The total charge is +2.

Each line ends with the Mulliken charge.
Atoms and positions in Å:
N: -3.09667 -0.57796 4.56021  -0.54
C: -4.43922 -0.05010 4.20026  0.03
C: -4.83480 -0.37720 2.73249  -1.09
C: -3.63074 -0.26661 1.76613  -1.29
C: -2.92526 -1.61422 1.54449  0.78
P: -1.13282 -1.32194 0.98028  0.33
O: -0.09966 -1.97785 2.06403  -0.43
O: -0.81597 0.25642 0.72471  -0.36
O: -3.05714 -2.56265 2.58615  -0.46
C: -4.13615 -3.40269 2.36233  0.54
O: -4.85560 -3.84234 3.17183  -0.48
O: -4.18689 -3.56038 1.00067  -0.49
C: -3.47392 -2.52255 0.37971  1.62
N: -2.22336 -3.10517 -0.24821  -0.51
C: -2.09745 -4.29967 -0.01816  0.55
O: -1.87051 -5.29045 0.53058  -0.42
C: -4.18726 -1.80684 -0.81462  0.00
O: -3.65832 -1.90567 -1.91945  -0.66
O: -5.21538 -1.17332 -0.61008  -0.67
H: -3.19388 -1.58137 4.70886  0.23
H: -2.80818 -0.22077 5.47045  0.32
H: -5.20040 -0.58355 4.83095  -0.33
H: -4.43304 1.02966 4.36959  0.52
H: -5.39236 -1.31331 2.65180  0.45
H: -5.53756 0.41561 2.44625  0.43
H: -2.91322 0.42373 2.22953  0.40
H: -4.00456 0.14345 0.82101  0.69
H: -0.40112 -2.90076 2.18483  0.38
H: -0.74117 0.76028 1.55835  0.34
C: 0.31188 2.85962 -2.47442  -0.62
C: 1.59109 2.07444 -2.25689  0.06
O: 1.97101 2.08908 -0.87803  -0.51
H: 0.44379 3.89555 -2.14669  -0.12
H: 0.02304 2.85801 -3.52585  0.37
H: -0.50768 2.43788 -1.88680  0.27
H: 2.40446 2.51840 -2.82891  0.06
H: 1.47056 1.03612 -2.57501  0.28
H: 1.25752 1.68370 -0.37303  0.25
C: -2.69679 -8.90809 0.24848  0.35
Cl: -4.01587 -10.03816 0.03155  -0.03
Cl: -3.28873 -7.25253 0.29859  0.01
Cl: -1.86862 -9.22899 1.79682  0.14
Cl: -1.52517 -9.11337 -1.12111  0.01
Na: -5.26579 -1.32319 6.69209  0.96
F: -2.24879 -10.43074 3.78429  -0.72
O: -0.21429 6.32556 -1.14259  -0.31
H: -0.69806 6.80068 -0.41914  0.30
H: 0.68558 6.05911 -0.85831  0.48
H: -0.18615 6.85856 -1.96529  0.45
C: 5.58703 3.62822 -3.40337  -0.73
C: 6.38452 2.45576 -4.00873  0.90
C: 7.86665 2.69734 -4.31299  0.12
F: 8.05267 3.68418 -5.20803  -0.21
F: 8.40140 1.57504 -4.84360  -0.26
F: 5.73462 2.00518 -5.10197  -0.27
F: 6.33271 1.44821 -3.09061  -0.34
O: 4.80160 4.42020 -4.29682  -0.41
C: 5.39059 5.46015 -5.00416  0.80
C: 5.39709 5.21470 -6.51724  0.20
F: 6.02431 4.06759 -6.82609  -0.21
F: 6.05224 6.21858 -7.13699  -0.25
F: 6.61242 5.72168 -4.51659  -0.28
F: 4.63873 6.55968 -4.75609  -0.30
H: 4.84605 3.17331 -2.74584  0.36
H: 6.19784 4.24771 -2.74611  0.36
H: 8.41804 2.93980 -3.39959  0.28
H: 4.37574 5.16408 -6.90243  0.23
C: 0.52222 -7.21745 4.18643  -0.03
Cl: 0.12577 -7.15547 5.90114  -0.14
Cl: 0.88616 -5.60076 3.54683  -0.07
H: 1.39389 -7.84941 4.04980  0.32
H: -0.32492 -7.63033 3.64820  -0.05
O: 1.65764 -2.84665 3.34621  -0.50
H: 1.18052 -2.21428 2.79184  0.51
C: -1.96173 5.90868 2.38758  -0.22
Cl: -2.40945 5.96770 4.08396  -0.11
Cl: -1.39343 7.49730 1.81607  -0.20
H: -1.16277 5.18550 2.25885  0.26
H: -2.82862 5.61893 1.80263  0.33
Al: 0.12010 -8.31860 0.33298  0.39

***

Entry 4:
The following is a quantum chemistry calculation of 4 unconnected molecules or ions with the total composition C18H28BBrN2O11S, from the OMol25 dataset.

Each line ends with the Mulliken charge.
Atoms and positions in Å:
O: -5.19721 4.56672 0.13439  -0.56
B: -5.40221 3.52336 -0.86990  0.43
O: -6.41977 2.51426 -0.66979  -0.54
C: -4.39338 3.56561 -2.15662  0.15
C: -3.62055 4.87989 -2.41016  -0.39
C: -2.65628 4.94483 -3.64735  -0.33
C: -2.45951 3.70361 -4.55051  -0.36
Br: -1.23209 3.68165 -6.12102  -0.10
C: -3.24369 2.39426 -4.20312  0.48
N: -3.20081 1.09975 -4.86354  -0.47
S: -4.28637 0.04191 -4.07009  0.21
N: -4.97224 0.99873 -2.79495  -0.50
C: -4.26919 2.25454 -3.00871  0.62
H: -4.27510 4.38405 0.45489  0.31
H: -5.93492 1.78193 -0.20576  0.32
H: -3.72891 5.80267 -1.72860  0.39
H: -2.07952 5.89224 -3.90970  0.33
C: -0.89588 -3.54587 0.93370  -1.06
C: 0.28626 -3.35545 0.00273  -0.14
O: -0.12384 -2.74999 -1.22961  -0.38
C: -0.32491 -1.42350 -1.18278  0.81
O: -0.18360 -0.71408 -0.21117  -0.57
O: -0.73584 -1.01965 -2.39637  -0.39
C: -1.07221 0.36567 -2.46354  -0.34
H: -1.69664 -4.09564 0.43188  0.33
H: -0.59686 -4.09379 1.82985  0.34
H: -1.31597 -2.58544 1.24241  0.25
H: 0.70828 -4.33039 -0.25166  0.37
H: 1.08238 -2.77314 0.47544  0.22
H: -0.25743 0.99095 -2.09161  0.13
H: -1.98973 0.55230 -1.89941  0.18
H: -1.24972 0.61870 -3.50819  0.29
C: 0.31278 -5.49363 7.72595  -1.10
C: 1.49247 -5.30132 6.79164  -0.17
O: 1.07801 -4.69714 5.56016  -0.36
C: 0.87457 -3.37052 5.60627  0.71
O: 1.01709 -2.66117 6.57348  -0.56
O: 0.45926 -2.96945 4.39206  -0.22
C: 0.11963 -1.58527 4.32373  -0.55
H: -0.48780 -6.04522 7.22589  0.29
H: 0.61516 -6.04089 8.62124  0.36
H: -0.10779 -4.53388 8.03535  0.31
H: 1.91540 -6.27567 6.53612  0.29
H: 2.28867 -4.71742 7.26180  0.31
H: 0.93325 -0.95736 4.69271  0.33
H: -0.79633 -1.40016 4.88952  0.32
H: -0.06187 -1.33415 3.27749  0.06
C: 3.57397 -0.04814 -1.55671  -0.79
C: 3.37372 1.36521 -1.04331  -0.12
O: 4.50590 2.18803 -1.35118  -0.35
C: 4.56827 2.63634 -2.61512  0.75
O: 3.76410 2.41646 -3.48971  -0.56
O: 5.69649 3.35543 -2.74803  -0.34
C: 5.93288 3.82153 -4.07516  -0.62
H: 4.51679 -0.46180 -1.18885  0.34
H: 2.75355 -0.69403 -1.23620  0.03
H: 3.62268 -0.07027 -2.64808  0.30
H: 3.28613 1.34643 0.04542  0.29
H: 2.45345 1.80947 -1.43294  0.25
H: 5.06830 4.36196 -4.46625  0.29
H: 6.18666 2.98040 -4.72431  0.29
H: 6.78205 4.50551 -4.04409  0.22

***

LUMO energy per entry: 0.26, -2.05, -9.55, -1.90 eV
E_HOMO per entry: -11.2055, -11.8767, -11.2187, -9.0616 eV
Total energy per entry: -32511.1317, -58515.8165, -191579.5626, -126174.8208 eV